ORCA calculation (ωB97M-V/def2-TZVPD) on a 14-piece molecular cluster, C56H154N14O14 overall.

```
238
Properties=species:S:1:pos:R:3:forces:R:3
C -0.589851 -1.853794 -3.959655 -0.5 -0.6 -1.1
C -1.728856 -2.732477 -4.504242 0.4 -0.2 0.2
C -1.296527 -3.748718 -5.552084 0.5 1.4 -1.2
O -0.545067 -3.097494 -6.605403 -0.2 0.3 -1.0
C -1.224458 -2.860811 -7.869488 0.3 -0.8 1.3
N -2.316977 -3.465610 -3.383830 -0.4 0.5 -0.3
H -0.217336 -1.209330 -4.756381 -0.1 0.1 0.0
H 0.240928 -2.503848 -3.686096 -0.1 0.1 0.6
H -1.024071 -1.247846 -3.164777 0.5 -0.1 0.3
H -2.469204 -2.061665 -4.947898 -0.1 0.1 -0.3
H -2.218246 -4.151857 -5.975072 0.1 -0.7 0.0
H -0.585486 -4.486847 -5.182266 -0.5 -0.3 0.4
H -0.529622 -2.492614 -8.623206 0.2 0.3 0.4
H -2.049595 -2.166262 -7.708700 -0.1 0.0 -0.3
H -1.566145 -3.816871 -8.269874 -0.4 0.0 0.1
H -3.156472 -3.958767 -3.663459 0.0 -0.3 -0.4
H -2.693388 -2.740344 -2.778364 0.1 -0.1 0.8
C 6.405681 -5.928502 -0.131200 -0.5 -1.1 -0.5
C 5.780168 -4.610962 0.323628 0.8 -0.7 -0.3
C 5.072651 -4.711519 1.680106 0.4 -0.3 -1.6
O 4.069792 -5.682619 1.497075 -1.1 0.0 0.6
C 2.840029 -5.131845 1.030035 -0.3 -0.2 0.5
N 6.815258 -3.576144 0.292741 -0.1 0.4 -0.1
H 6.817941 -5.816280 -1.135350 0.5 0.4 0.2
H 5.679062 -6.715148 -0.342696 -0.4 0.0 0.5
H 7.159723 -6.390441 0.507372 0.1 0.4 0.3
H 5.049977 -4.441303 -0.468279 -0.1 0.6 0.3
H 4.629107 -3.760174 1.976220 0.2 0.1 0.2
H 5.830268 -5.082882 2.371360 -0.3 0.1 0.5
H 2.918456 -4.619573 0.070411 0.1 -0.2 -0.1
H 2.359375 -4.433884 1.720105 0.6 0.4 0.4
H 2.085157 -5.916402 0.993548 0.5 -0.2 -0.3
H 7.640320 -3.947699 0.747530 0.1 0.0 0.4
H 7.131212 -3.541079 -0.668501 0.0 0.4 -0.2
C 4.807915 -6.065236 -3.227199 0.7 0.3 0.7
C 3.383836 -5.857028 -2.745336 -0.8 1.8 -1.9
C 3.187324 -4.324587 -2.526107 1.5 0.2 1.9
O 1.936935 -3.915339 -2.007274 -0.6 -0.3 -0.3
C 1.841438 -2.588278 -1.539090 -0.1 0.8 -0.4
N 2.472795 -6.216022 -3.853802 -0.6 -0.4 0.5
H 4.996957 -5.651844 -4.217982 -0.4 -0.3 -0.2
H 5.117614 -7.107372 -3.156638 -0.2 0.0 -0.3
H 5.504961 -5.513102 -2.593809 0.0 0.0 0.1
H 3.164297 -6.460807 -1.866090 -0.1 0.2 0.0
H 3.517961 -3.775538 -3.410901 -0.5 0.0 -0.5
H 3.899337 -3.977969 -1.770901 0.4 -0.1 0.0
H 2.027808 -1.856549 -2.328478 0.5 0.0 -0.2
H 2.482747 -2.345106 -0.691215 0.1 -0.4 -0.1
H 0.825560 -2.323639 -1.243598 -0.2 -0.7 0.1
H 2.490855 -5.487486 -4.557775 0.7 0.1 -0.3
H 1.533815 -6.039623 -3.511817 -0.5 -0.7 0.2
C -1.063685 1.551770 -1.245937 0.3 0.1 0.6
C -0.959553 0.284922 -0.359894 -0.1 1.0 -0.6
C 0.347303 0.287847 0.484941 -1.2 -1.7 -0.5
O 0.245242 -0.923621 1.236432 0.8 0.7 0.7
C 1.424599 -1.202949 2.009983 -1.1 -1.3 -0.9
N -2.178664 0.220206 0.503631 1.4 0.4 0.1
H -1.196554 2.409733 -0.583487 -0.3 0.2 0.0
H -1.887706 1.538320 -1.959066 -0.1 -0.2 0.2
H -0.155172 1.796629 -1.797923 0.1 -0.4 0.0
H -1.030788 -0.588262 -1.009328 0.5 -0.2 0.1
H 0.370113 1.145904 1.160018 0.1 0.2 0.0
H 1.256596 0.178782 -0.108460 0.0 0.5 -0.2
H 1.116861 -2.137625 2.479681 0.4 0.1 0.6
H 1.745497 -0.445867 2.726234 -0.3 0.2 0.0
H 2.238937 -1.480423 1.337938 0.2 0.4 0.0
H -2.087378 -0.641089 1.028316 0.0 -0.4 -0.1
H -1.944590 0.885977 1.231879 -0.3 0.5 0.2
C 3.367750 2.210197 3.955727 0.7 -1.2 0.6
C 3.074598 3.387337 4.844748 -0.2 -0.3 0.4
C 4.256064 3.812096 5.803804 -0.7 -1.0 -1.7
O 4.637562 2.775828 6.677790 0.1 0.2 1.0
C 3.885197 2.827610 7.889051 -0.6 0.1 -0.5
N 2.728322 4.516282 4.057776 -0.2 1.7 -0.4
H 2.553823 1.888140 3.304483 -0.2 0.5 0.0
H 3.507585 1.374213 4.643908 0.3 -0.3 -0.2
H 4.260680 2.281844 3.332678 0.2 0.3 0.1
H 2.167343 3.087239 5.377355 0.2 -0.2 0.8
H 4.041761 4.759630 6.300315 -0.2 0.0 0.2
H 5.063585 3.988776 5.092013 0.3 0.0 0.3
H 4.081102 1.989248 8.556341 0.3 -0.1 -0.4
H 2.828327 2.804824 7.615856 -0.2 -0.1 0.2
H 4.042306 3.744404 8.460173 0.3 0.2 -0.1
H 2.161732 5.115304 4.644650 0.1 0.5 -0.1
H 2.100804 4.291900 3.297599 0.1 -0.2 0.1
C -1.899879 -1.066898 3.876032 0.7 0.0 0.3
C -2.483273 0.169179 4.581188 -0.4 -1.9 -0.2
C -2.425999 1.394621 3.719845 1.7 0.5 1.4
O -1.082319 1.606341 3.305489 0.0 0.6 -0.7
C -0.127579 1.945458 4.290931 0.6 -0.5 0.0
N -3.870169 -0.145921 4.866089 -0.3 -0.3 0.3
H -2.095545 -1.982668 4.434333 -0.7 0.1 -0.1
H -0.811429 -1.102324 3.814698 0.1 0.6 -0.2
H -2.286842 -1.107251 2.858699 -0.1 -0.4 0.1
H -1.986290 0.260835 5.547716 0.2 0.5 -0.1
H -2.723174 2.215229 4.377872 -0.3 0.5 -0.3
H -3.060057 1.364665 2.834556 0.0 -0.2 0.1
H 0.491432 1.081237 4.543370 0.0 -0.3 0.0
H -0.513749 2.286363 5.252831 -0.5 0.3 -0.2
H 0.574099 2.672567 3.881211 -0.4 0.3 0.0
H -4.344549 -0.199308 3.974227 -0.5 0.0 0.1
H -4.300768 0.554547 5.453930 -0.2 0.1 -0.1
C -5.646351 -2.752265 -1.683280 0.2 -0.8 1.0
C -4.669402 -1.984399 -0.774334 -0.5 0.5 0.4
C -4.196309 -2.818663 0.488874 -0.8 0.4 -1.7
O -5.276979 -2.993153 1.334630 -1.3 0.4 0.9
C -5.015125 -3.241383 2.710805 0.1 -0.2 -0.9
N -3.505453 -1.524434 -1.518135 0.8 -0.6 0.2
H -5.954898 -2.280463 -2.615746 0.5 0.2 0.0
H -6.578238 -3.018764 -1.182820 0.0 0.3 0.4
H -5.187484 -3.728963 -1.850181 0.1 0.0 -0.6
H -5.151390 -1.078926 -0.397907 -0.5 -0.1 0.4
H -3.403745 -2.266683 0.996192 0.4 -0.2 -0.1
H -3.939883 -3.815043 0.121829 0.9 0.0 0.0
H -4.459480 -2.425731 3.174435 0.0 0.1 0.1
H -4.431236 -4.158061 2.814898 0.0 -0.2 0.2
H -5.993315 -3.361297 3.174041 0.2 0.0 0.1
H -3.002617 -0.919107 -0.877930 -0.1 0.1 -0.3
H -3.758727 -0.953340 -2.316839 -0.5 0.2 0.2
C 0.392320 -6.857762 -0.872180 0.7 -1.0 1.6
C -0.728480 -5.918411 -1.228398 0.2 -0.7 0.4
C -0.903414 -4.824869 -0.146912 0.1 -0.1 -0.5
O -1.113822 -5.364971 1.173215 -0.8 0.1 -1.2
C -0.783435 -4.467519 2.193975 1.0 -0.3 0.3
N -0.388108 -5.440893 -2.561312 0.1 0.8 0.0
H 0.617415 -7.663701 -1.570381 -0.3 0.3 -0.4
H 0.236242 -7.365664 0.082197 -0.4 0.0 0.1
H 1.324313 -6.335861 -0.652793 -0.1 0.3 -0.7
H -1.669908 -6.470399 -1.240031 -0.1 -0.1 -0.2
H -1.728837 -4.216539 -0.522968 -0.3 0.2 0.5
H -0.031741 -4.166409 -0.158420 0.3 0.0 0.2
H 0.284378 -4.278196 2.061720 0.1 0.7 0.3
H -0.866791 -4.964389 3.161047 -0.3 -0.2 -0.1
H -1.343034 -3.532354 2.256542 -0.2 0.1 -0.4
H 0.397173 -4.812981 -2.407977 0.2 -0.3 -0.1
H -1.051507 -4.782025 -2.961712 -0.7 -0.3 0.4
C -3.856518 6.019017 -6.281678 0.5 1.1 1.4
C -2.341122 5.999916 -5.993917 -0.4 -1.3 -1.1
C -1.941385 5.175079 -4.794047 0.1 0.7 -0.4
O -0.538553 5.346103 -4.674828 -0.4 -0.1 0.7
C -0.163731 4.899783 -3.401932 1.6 -0.2 0.6
N -1.701618 5.457431 -7.184894 0.6 0.2 -0.6
H -4.256401 6.672944 -5.503824 -0.5 0.1 -0.1
H -4.378918 5.074688 -6.133128 0.3 -0.2 -0.4
H -4.047818 6.474026 -7.252005 0.0 -0.2 0.0
H -1.914833 6.988125 -5.819331 -0.4 0.2 -0.2
H -2.132237 4.111750 -4.953730 -0.4 -0.2 0.1
H -2.468193 5.548705 -3.913286 0.0 -0.2 0.3
H 0.915552 4.959318 -3.255805 0.1 0.2 -0.5
H -0.353878 3.836511 -3.239350 -0.6 -0.1 0.0
H -0.541358 5.513887 -2.583672 -0.5 -0.1 -0.1
H -1.921764 4.475878 -7.295265 -0.3 -0.1 0.0
H -0.695712 5.471308 -7.078660 0.1 0.1 0.1
C -2.598996 0.969585 -4.785519 -0.4 0.9 -0.2
C -3.964057 1.460703 -4.300401 0.2 -0.8 1.3
C -4.844709 2.092426 -5.327389 0.9 1.7 -1.0
O -6.050016 2.547292 -4.745617 -0.4 -0.9 0.7
C -6.937947 3.187687 -5.624798 0.4 0.7 -0.8
N -4.696726 0.368786 -3.640682 -0.4 0.2 -0.5
H -2.719505 0.211667 -5.560110 0.1 -0.1 0.0
H -1.965756 0.593498 -3.983274 -0.4 -0.2 0.1
H -2.049547 1.820770 -5.190323 0.1 0.0 -0.3
H -3.851208 2.191884 -3.496740 0.4 0.3 0.0
H -4.898324 1.462663 -6.218966 -0.8 -0.4 0.0
H -4.332371 2.992328 -5.678410 0.3 0.1 -0.3
H -7.799831 3.671176 -5.165444 0.0 -0.7 0.8
H -7.281726 2.509632 -6.407121 0.0 0.0 -0.1
H -6.441271 4.054220 -6.068346 0.3 -0.1 -0.5
H -5.614576 0.792810 -3.560992 -0.5 -0.3 0.7
H -4.879144 -0.333123 -4.349702 0.2 -0.5 -0.1
C -0.315200 6.745057 -0.038230 0.5 -0.1 -0.4
C 0.906574 5.908273 0.409608 -0.4 0.2 0.5
C 0.602828 4.675332 1.318929 0.4 0.1 0.6
O -0.078058 4.926930 2.563359 0.3 0.4 -0.5
C -1.483214 4.708039 2.569501 0.4 -0.7 -0.4
N 1.722849 5.498537 -0.731739 -1.2 -0.5 -0.2
H -0.772073 7.345518 0.747959 -0.1 -0.4 0.3
H -1.051793 6.152093 -0.581498 -0.2 -0.3 0.5
H -0.040007 7.486528 -0.791168 0.5 0.1 0.0
H 1.602446 6.524141 0.983635 -0.6 0.4 0.8
H 1.596793 4.339648 1.621107 0.2 0.0 0.0
H 0.211527 3.759698 0.870035 -0.6 0.4 -0.7
H -2.035872 5.438199 1.978055 0.0 0.1 0.2
H -1.821652 4.650056 3.603878 0.1 0.5 0.1
H -1.674211 3.703276 2.186050 -0.1 0.0 -0.3
H 2.539101 5.002060 -0.397962 0.4 0.1 -0.2
H 1.969774 6.351844 -1.213454 0.4 -0.1 -0.2
C 5.321975 -0.928013 8.536273 1.2 0.0 0.2
C 4.282737 -0.901916 7.430879 -0.7 -0.1 0.0
C 4.876619 -1.250628 6.100317 2.1 0.1 -0.6
O 4.030823 -1.134713 4.964901 -0.9 -0.7 1.2
C 4.679192 -1.268386 3.738707 0.5 1.4 -0.5
N 3.299530 -1.920064 7.721716 -1.0 -0.3 0.3
H 5.026925 -0.626825 9.542103 -0.7 0.2 -0.2
H 6.196944 -0.307589 8.334931 -0.1 0.2 -0.3
H 5.734775 -1.925993 8.691657 -0.2 -0.2 -0.3
H 3.859427 0.099090 7.316202 -0.1 0.2 0.2
H 5.349211 -2.232965 6.175697 -0.4 -0.5 -0.2
H 5.745284 -0.595769 5.985675 0.0 0.4 -0.4
H 3.979263 -1.072874 2.925619 -0.3 -0.3 0.2
H 5.229432 -2.184567 3.519710 -0.1 -0.3 0.5
H 5.363378 -0.417748 3.674305 0.6 -0.1 -0.2
H 2.588527 -1.945550 7.002222 0.1 -0.1 -0.3
H 2.782784 -1.706067 8.564847 0.1 0.0 0.3
C -5.950596 3.791618 -1.023864 0.5 1.4 0.3
C -4.722131 3.311338 -0.274859 -0.2 -1.1 -0.3
C -4.747415 3.595528 1.236107 -0.3 -0.4 -0.6
O -4.660624 4.980618 1.475095 -0.3 0.6 0.5
C -5.166717 5.364461 2.734698 -0.2 0.4 1.1
N -4.746175 1.868551 -0.513024 0.2 -0.4 1.0
H -5.807872 3.676982 -2.098800 0.0 -0.1 0.0
H -6.049190 4.856936 -0.808716 -0.4 0.1 -0.2
H -6.850980 3.258173 -0.721171 0.1 -0.1 0.1
H -3.789042 3.712039 -0.678536 0.0 0.6 -0.1
H -3.925250 3.071578 1.728969 0.2 -0.1 0.0
H -5.677224 3.186660 1.637399 -0.2 0.0 0.1
H -6.109128 4.894977 3.023563 -0.1 -0.4 -0.5
H -5.360114 6.430581 2.860782 0.1 0.2 -1.0
H -4.515993 5.210002 3.599600 0.6 -0.7 -0.2
H -4.783809 1.647337 -1.497952 0.0 0.0 0.0
H -3.936770 1.402261 -0.123708 0.2 -0.2 -0.1
C 2.752858 2.023049 -1.664342 -0.1 -0.3 0.1
C 3.442648 2.170828 -0.321385 -0.8 -1.2 0.1
C 4.480017 1.064534 -0.027140 -2.1 0.0 -0.3
O 3.843858 -0.196166 -0.170681 0.5 0.1 -0.5
C 4.751070 -1.252155 0.014631 -0.4 -1.0 -0.4
N 4.066169 3.451336 -0.226385 -0.1 0.4 0.5
H 2.011003 2.818359 -1.741774 0.0 0.0 -0.1
H 2.249791 1.056216 -1.682433 0.0 0.0 -0.3
H 3.422004 2.084497 -2.523884 0.2 0.0 0.0
H 2.634712 2.099108 0.410190 0.0 0.1 0.3
H 4.767685 1.022551 1.024897 0.9 1.0 -0.1
H 5.223857 1.294207 -0.793226 0.8 -0.7 0.3
H 5.287069 -1.287423 0.964296 0.0 0.5 0.1
H 5.478908 -1.350817 -0.792517 0.1 0.3 -0.1
H 4.143146 -2.156096 -0.034636 0.2 -0.1 0.2
H 4.471306 3.441457 0.701227 0.6 0.7 -0.1
H 4.778910 3.452699 -0.944734 0.4 0.5 0.2
```
Forces are in eV/Å.

Energy above the lowest of the compared OMol25 structures with the same formula, charge and spin in kJ/mol: 392.0
Max |F| in eV/A: 2.7
Charge: 0
E_HOMO in eV: -8.146
2S+1: 1

These are the Mulliken partial charges, in e, on atoms 1 to 99: C -0.47; C 0.75; C -1.03; O -0.31; C -0.73; N -0.03; H 0.63; H -0.17; H -0.49; H 0.36; H 0.58; H 0.13; H 0.25; H 0.24; H 0.32; H 0.33; H -0.31; C -1.87; C 1.56; C -0.72; O -0.55; C -0.87; N -0.54; H 0.54; H 0.33; H 0.43; H -0.87; H -0.19; H 0.61; H 0.37; H 0.28; H 0.36; H 0.31; H 0.32; C -1.52; C 0.85; C -0.70; O 0.52; C -0.99; N -0.80; H 0.38; H 0.38; H 0.15; H 0.18; H 0.53; H 0.00; H 0.89; H -0.62; H -0.35; H 0.43; H 0.24; C -0.63; C 1.52; C 0.39; O 1.54; C 0.21; N -0.08; H -0.37; H -0.72; H 0.52; H 0.16; H -0.54; H -0.54; H 0.26; H 0.08; H -1.15; H -1.04; H -0.46; C 0.69; C 0.98; C -0.99; O -0.25; C -0.70; N -0.49; H -0.92; H -0.48; H 0.42; H -0.03; H 0.43; H 0.34; H 0.19; H 0.27; H 0.35; H 0.37; H -0.45; C -0.05; C -0.05; C -1.03; O 1.21; C -0.72; N -0.70; H 0.46; H 0.32; H -0.79; H 0.59; H 0.49; H -0.03; H 0.44; H 0.45